(1)
{
  "formula": "C18H32N2O6",
  "method": "ωB97M-V/def2-TZVPD",
  "symbols": ["C", "C", "O", "C", "O", "C", "N", "C", "O", "C", "C", "C", "C", "N", "C", "O", "C", "O", "C", "O", "C", "C", "C", "C", "C", "C", "H", "H", "H", "H", "H", "H", "H", "H", "H", "H", "H", "H", "H", "H", "H", "H", "H", "H", "H", "H", "H", "H", "H", "H", "H", "H", "H", "H", "H", "H", "H", "H"],
  "positions_angstrom": [[-4.91306, 4.69452, 4.19398], [-4.41160, 5.57952, 3.08106], [-3.38479, 4.84761, 2.37541], [-2.82675, 5.49018, 1.33892], [-3.12707, 6.60180, 0.99886], [-1.75148, 4.68077, 0.65163], [-1.60679, 3.34197, 1.16852], [-1.17876, 2.32561, 0.37649], [-0.84995, 2.51700, -0.78496], [-1.11636, 0.96357, 1.04380], [0.33258, 0.61118, 1.44338], [1.43735, 0.83783, 0.40936], [1.20691, 0.16996, -0.95859], [0.23871, -0.92089, -0.93744], [0.48748, -2.16965, -0.45312], [-0.40573, -2.96449, -0.22095], [1.95923, -2.56263, -0.27711], [2.08478, -3.55428, 0.71056], [2.55491, -3.00457, -1.63770], [3.76946, -3.70060, -1.41667], [4.80373, -2.89902, -0.88406], [1.66107, -3.89705, -2.50267], [1.32665, -5.23736, -1.84979], [2.31233, -4.10259, -3.86834], [-1.15986, -0.53068, -1.09612], [-1.81600, -0.12862, 0.22073], [-5.69433, 5.21329, 4.74934], [-5.33134, 3.76969, 3.79747], [-4.10940, 4.44565, 4.88681], [-5.19754, 5.83749, 2.37185], [-3.97884, 6.50799, 3.45282], [-1.98925, 4.63212, -0.41101], [-0.82531, 5.25668, 0.73287], [-1.95151, 3.14767, 2.09214], [-1.67699, 1.03021, 1.98183], [0.59590, 1.19294, 2.33063], [0.33265, -0.43651, 1.75753], [1.57791, 1.90781, 0.24346], [2.36662, 0.47030, 0.85338], [0.81107, 0.90999, -1.64956], [2.15294, -0.17522, -1.37422], [2.51769, -1.68882, 0.07073], [2.48140, -4.33296, 0.30369], [2.76594, -2.09074, -2.21273], [5.71549, -3.49156, -0.91380], [4.94661, -1.99445, -1.48654], [4.60196, -2.61255, 0.15234], [0.72736, -3.34616, -2.64984], [2.23913, -5.79532, -1.62667], [0.74588, -5.10227, -0.93820], [0.73406, -5.84311, -2.53729], [3.24533, -4.65843, -3.77024], [1.64767, -4.66630, -4.52430], [2.53413, -3.14884, -4.35277], [-1.19238, 0.29057, -1.80861], [-1.70166, -1.38144, -1.50683], [-1.87472, -1.01999, 0.84920], [-2.84350, 0.18317, 0.01137]],
  "lowdin_charge": [-0.07, -0.21, -0.02, -0.48, 0.12, -0.06, 0.09, -0.44, 0.06, -0.22, -0.13, -0.15, -0.14, -0.03, -0.42, 0.08, -0.25, 0.01, -0.28, -0.15, -0.08, -0.35, -0.05, -0.06, -0.13, -0.11, 0.08, 0.08, 0.08, 0.13, 0.13, 0.14, 0.14, 0.13, 0.14, 0.12, 0.12, 0.11, 0.10, 0.11, 0.11, 0.12, 0.09, 0.14, 0.09, 0.10, 0.09, 0.14, 0.09, 0.07, 0.08, 0.08, 0.08, 0.08, 0.12, 0.13, 0.12, 0.12],
  "gap_ev": 9.59,
  "smiles": "CCOC(=O)CNC(=O)[C@@H]1CCCN(C(=O)[C@@H](O)[C@@H](OC)C(C)C)CC1",
  "lumo_ev": 0.4821,
  "homo_energy_ev": -9.107
}

---

(2)
{
  "formula": "C18H32N2O6",
  "method": "ωB97M-V/def2-TZVPD",
  "symbols": ["C", "C", "O", "C", "O", "C", "N", "C", "O", "C", "C", "C", "C", "N", "C", "O", "C", "O", "C", "O", "C", "C", "C", "C", "C", "C", "H", "H", "H", "H", "H", "H", "H", "H", "H", "H", "H", "H", "H", "H", "H", "H", "H", "H", "H", "H", "H", "H", "H", "H", "H", "H", "H", "H", "H", "H", "H", "H"],
  "positions_angstrom": [[-5.33210, 7.31247, 4.40078], [-4.63217, 8.20746, 3.40961], [-3.52414, 7.46066, 2.85917], [-2.78953, 8.11014, 1.94488], [-3.00020, 9.23785, 1.59150], [-1.63814, 7.28347, 1.41787], [-1.61712, 5.92433, 1.89954], [-1.28102, 4.88837, 1.08744], [-0.91090, 5.06667, -0.06320], [-1.36254, 3.51275, 1.72505], [0.03545, 3.02276, 2.15877], [1.18747, 3.17548, 1.16384], [0.95044, 2.56241, -0.22858], [-0.11280, 1.56358, -0.26779], [0.02957, 0.30130, 0.18880], [-0.92897, -0.43089, 0.41855], [1.43825, -0.25912, 0.40078], [1.34103, -1.40061, 1.21128], [2.08693, -0.56349, -0.96754], [3.48307, -0.76825, -0.83894], [4.22805, 0.41982, -0.73906], [1.47542, -1.77553, -1.68250], [2.09878, -3.10348, -1.25367], [1.61016, -1.59903, -3.19411], [-1.47017, 2.07448, -0.45229], [-2.12805, 2.50511, 0.85448], [-6.17928, 7.84204, 4.83643], [-5.70470, 6.41073, 3.91544], [-4.65932, 7.02229, 5.20764], [-5.28491, 8.50669, 2.59011], [-4.24116, 9.11304, 3.87294], [-1.69988, 7.26695, 0.33014], [-0.72285, 7.82573, 1.67065], [-2.01376, 5.73435, 2.80318], [-1.94589, 3.60907, 2.64631], [0.32135, 3.55726, 3.06827], [-0.06698, 1.97225, 2.44621], [1.42346, 4.23288, 1.02972], [2.06814, 2.71994, 1.62501], [0.65226, 3.34774, -0.91862], [1.87606, 2.13469, -0.60854], [2.05061, 0.48268, 0.92225], [0.38809, -1.58981, 1.26494], [1.92435, 0.31603, -1.60823], [5.27898, 0.14072, -0.70041], [4.06231, 1.06611, -1.61052], [3.99148, 0.98926, 0.16835], [0.41090, -1.79250, -1.42767], [3.14027, -3.15318, -1.57189], [2.06574, -3.23544, -0.17558], [1.55990, -3.92653, -1.72706], [2.66317, -1.50276, -3.46990], [1.20479, -2.46298, -3.72312], [1.08159, -0.70990, -3.54483], [-1.41020, 2.90973, -1.14612], [-2.06886, 1.28251, -0.89936], [-2.28790, 1.61046, 1.46030], [-3.11617, 2.91118, 0.61963]],
  "lowdin_charge": [-0.07, -0.21, -0.02, -0.48, 0.12, -0.06, 0.09, -0.44, 0.06, -0.22, -0.13, -0.15, -0.13, -0.03, -0.40, 0.06, -0.24, 0.00, -0.29, -0.13, -0.09, -0.35, -0.06, -0.06, -0.12, -0.11, 0.08, 0.08, 0.08, 0.13, 0.13, 0.14, 0.14, 0.14, 0.14, 0.12, 0.12, 0.11, 0.10, 0.12, 0.10, 0.13, 0.09, 0.13, 0.09, 0.09, 0.08, 0.14, 0.08, 0.07, 0.08, 0.09, 0.08, 0.08, 0.12, 0.13, 0.12, 0.13],
  "gap_ev": 9.64,
  "smiles": "CCOC(=O)CNC(=O)[C@@H]1CCCN(C(=O)[C@@H](O)[C@@H](OC)C(C)C)CC1",
  "lumo_ev": 0.4072,
  "homo_energy_ev": -9.230
}

---

Which of them is most stable, and which least? Most stable: (2); least stable: (1).

---

(1)
{
  "formula": "C8H13P",
  "method": "ωB97M-V/def2-TZVPD",
  "symbols": ["C", "C", "C", "C", "C", "C", "C", "C", "P", "H", "H", "H", "H", "H", "H", "H", "H", "H", "H", "H", "H", "H"],
  "positions_angstrom": [[-1.81090, 0.38736, -0.05797], [1.69804, 0.13034, -0.12070], [-3.01689, 0.42316, -0.65971], [2.75080, 0.34573, -0.93511], [-1.18364, -0.81420, 0.65710], [1.39232, -1.20249, 0.34831], [-0.13468, -1.57755, -0.11466], [-0.96969, 1.51981, -0.14042], [0.59693, 1.40079, 0.46151], [-3.36611, 1.32328, -1.10773], [-3.54752, -0.42605, -0.46857], [3.16940, 1.34082, -1.04519], [3.39552, -0.51313, -1.28213], [-0.76619, -0.30308, 1.60751], [-2.06168, -1.45384, 0.77229], [2.14749, -1.99649, 0.07363], [1.40366, -1.08945, 1.48857], [-0.05964, -2.56139, 0.21107], [-0.29317, -1.52177, -1.30162], [-1.39435, 2.52554, -0.54177], [0.94308, 1.32577, 1.78216], [1.10723, 2.73686, 0.37344]],
  "lowdin_charge": [-0.48, -0.53, 0.02, 0.02, -0.20, -0.22, -0.17, -0.37, 0.90, 0.05, 0.01, 0.05, 0.08, 0.12, 0.11, 0.13, 0.13, 0.06, 0.17, 0.10, -0.01, 0.03],
  "gap_ev": 7.36,
  "smiles": "C=C1C=[PH2]C(=C)CCC1",
  "lumo_ev": 0.6842,
  "homo_energy_ev": -6.677
}

---

(2)
{
  "formula": "C8H13P",
  "method": "ωB97M-V/def2-TZVPD",
  "symbols": ["C", "C", "C", "C", "C", "C", "C", "C", "P", "H", "H", "H", "H", "H", "H", "H", "H", "H", "H", "H", "H", "H"],
  "positions_angstrom": [[-0.68186, -0.03445, 1.47766], [0.62478, 0.09358, 1.46516], [-0.72714, -0.99420, -0.73393], [0.74572, -0.91841, -0.84796], [-1.23827, 0.14843, 0.12626], [1.19794, 0.26613, 0.09462], [-2.76741, 0.38116, 0.06989], [2.68109, 0.46741, 0.06339], [-0.21269, 1.66888, -0.44921], [-1.29627, -0.20177, 2.31226], [1.41186, -0.11320, 2.33272], [-1.13845, -0.80125, -1.72403], [-1.14370, -1.92661, -0.32413], [1.42852, -1.89631, -0.57630], [1.16718, -0.74170, -1.85891], [-2.89198, 1.14386, -0.73143], [-3.02965, 0.91235, 0.99638], [-3.18700, -0.59722, 0.02464], [3.04821, 0.49620, -0.99958], [3.26467, -0.27582, 0.86925], [2.93120, 1.48418, 0.37523], [-0.18674, 1.43874, -1.96199]],
  "lowdin_charge": [-0.14, -0.14, -0.24, -0.22, -0.70, -0.61, -0.07, -0.12, 1.04, 0.10, 0.15, 0.11, 0.13, 0.16, 0.10, 0.07, 0.08, 0.07, 0.08, 0.14, 0.06, -0.04],
  "gap_ev": 9.61,
  "smiles": "C[C@]12C=C[C@](C)(CC1)P2",
  "lumo_ev": 0.9079,
  "homo_energy_ev": -8.698
}

---

Which of them is most stable, and which least? Most stable: (2); least stable: (1).

---

(1)
{
  "formula": "CH7N4O",
  "method": "ωB97M-V/def2-TZVPD",
  "symbols": ["C", "N", "N", "N", "N", "O", "H", "H", "H", "H", "H", "H", "H"],
  "positions_angstrom": [[-0.08801, -0.42796, -0.67003], [-0.78256, 1.25586, -0.62533], [0.10018, -0.76356, -1.91077], [0.23498, -1.15143, 0.37803], [-0.96288, 1.69876, 0.69791], [0.66811, -2.46464, 0.16006], [-0.14490, -0.09347, -2.62385], [0.43628, -1.68509, -2.16450], [-0.11987, -0.99517, 1.31196], [-0.09299, 1.76843, 1.27585], [-1.69620, 1.19480, 1.25026], [-1.30938, 2.66651, 0.55447], [1.61343, -2.53332, 0.38009]],
  "lowdin_charge": [-0.24, -0.03, 0.20, 0.00, -0.03, 0.03, 0.13, 0.14, 0.16, 0.16, 0.16, 0.17, 0.14],
  "gap_ev": 9.43,
  "charge": 1,
  "smiles": "N/C(=N/[NH3+])NO",
  "lumo_ev": -3.5388,
  "homo_energy_ev": -12.972
}

---

(2)
{
  "formula": "CH7N4O",
  "method": "ωB97M-V/def2-TZVPD",
  "symbols": ["C", "N", "N", "N", "N", "O", "H", "H", "H", "H", "H", "H", "H"],
  "positions_angstrom": [[-0.07358, 0.86273, -0.20949], [0.01731, 2.07184, -0.28171], [-0.02414, -0.09608, -1.31279], [0.09291, -0.00656, 0.95717], [0.09359, -1.39056, 0.69379], [-0.05775, 2.79193, 0.87249], [0.76970, -0.03533, -1.81828], [-0.86540, 0.05234, -1.98511], [-0.30531, 0.28313, 1.83283], [-0.67438, -1.88807, 1.12756], [0.93568, -2.00677, 0.93803], [-0.17050, -1.10571, -0.70360], [-0.00716, 3.77942, 0.62449]],
  "lowdin_charge": [-0.34, 0.04, 0.20, 0.02, 0.00, -0.01, 0.10, 0.22, 0.14, 0.13, 0.18, 0.15, 0.17],
  "gap_ev": 10.53,
  "charge": 1,
  "smiles": "NN/C([NH3+])=N\\O",
  "lumo_ev": -3.3699,
  "homo_energy_ev": -13.896
}

---

Which of them is most stable, and which least? Most stable: (2); least stable: (1).

---

(1)
{
  "formula": "C5H6F2",
  "method": "ωB97M-V/def2-TZVPD",
  "symbols": ["C", "C", "C", "C", "C", "H", "H", "H", "H", "H", "H", "F", "F"],
  "positions_angstrom": [[-1.88976, 0.87271, -0.10968], [-1.18755, -0.52917, -0.05806], [0.09384, -0.85228, 0.06524], [1.16245, 0.00379, 0.26069], [2.44356, -0.27459, -0.15948], [-2.29996, 1.16496, 0.83253], [-2.48214, 1.14328, -1.03904], [0.13747, -1.91047, -0.04822], [0.65448, 1.11246, 1.16157], [3.35041, 0.42688, 0.08343], [2.81971, -1.30008, -0.93229], [-0.70879, 1.72994, -0.09195], [-2.09372, -1.58743, 0.03527]],
  "lowdin_charge": [-0.02, -0.21, -0.14, -0.25, -0.05, 0.11, 0.14, 0.12, 0.25, 0.06, 0.15, -0.16, 0.00],
  "gap_ev": 9.57,
  "lumo_ev": 0.7815,
  "homo_energy_ev": -8.784
}

---

(2)
{
  "formula": "C5H6F2",
  "method": "ωB97M-V/def2-TZVPD",
  "symbols": ["C", "C", "C", "C", "C", "F", "F", "H", "H", "H", "H", "H", "H"],
  "positions_angstrom": [[-1.21459, 1.55155, -1.43129], [-2.26411, 1.39795, -0.64743], [-1.11219, 0.19142, -0.77513], [1.21139, -0.09533, -0.12256], [-0.27509, -0.19126, 0.41955], [-0.58818, 2.36087, -2.27938], [-3.50218, 1.80714, -0.25216], [-1.20472, -0.67112, -1.34936], [1.32881, -0.48873, -1.10924], [2.05377, -0.50786, 0.42238], [1.39266, 0.90696, -0.29772], [-0.39988, 0.43907, 1.21368], [-0.54629, -1.15929, 0.80141]],
  "lowdin_charge": [-0.18, -0.03, -0.11, -0.07, -0.19, 0.10, 0.06, 0.10, 0.06, 0.07, 0.04, 0.07, 0.10],
  "gap_ev": 10.34,
  "smiles": "CCC1C(F)=C1F",
  "lumo_ev": 0.7744,
  "homo_energy_ev": -9.568
}

---

Which of them is most stable, and which least? Most stable: (2); least stable: (1).

---

(1)
{
  "formula": "C2H8NOS2",
  "method": "ωB97M-V/def2-TZVPD",
  "symbols": ["C", "C", "N", "O", "S", "S", "H", "H", "H", "H", "H", "H", "H", "H"],
  "positions_angstrom": [[-0.07176, -0.48590, -1.28880], [0.65872, -0.23302, -0.01612], [0.17430, -1.58119, -1.93356], [1.18660, -1.36701, 0.61973], [-1.46962, 2.23293, 0.35670], [-0.32002, 2.33724, 2.00620], [-0.86633, 0.32266, -1.53275], [1.50720, 0.44104, -0.24881], [-0.04184, 0.34351, 0.56210], [-0.20706, -1.87997, -2.88086], [0.95073, -2.20256, -1.54034], [-0.93826, 1.37035, 2.73839], [1.67134, -1.24145, 1.36023], [-2.22835, 3.20369, 0.43947]],
  "lowdin_charge": [0.00, -0.26, 0.22, 0.03, 0.35, 0.33, 0.15, 0.17, -0.02, 0.19, 0.19, -0.15, 0.06, -0.25],
  "gap_ev": 8.13,
  "charge": 1,
  "lumo_ev": -4.9636,
  "homo_energy_ev": -13.096
}

---

(2)
{
  "formula": "C2H8NOS2",
  "method": "ωB97M-V/def2-TZVPD",
  "symbols": ["C", "C", "N", "O", "S", "S", "H", "H", "H", "H", "H", "H", "H", "H"],
  "positions_angstrom": [[-1.27753, -0.17005, 0.11133], [-0.64388, 1.18267, -0.12518], [-0.53144, 2.08230, 0.78818], [-0.38594, 1.76968, -1.32283], [-0.73239, -0.65388, 1.81471], [1.87458, -1.78251, -1.17518], [-1.20847, -0.92614, -0.68022], [-2.30916, 0.14535, 0.36970], [-0.84763, 2.01776, 1.75186], [-0.09653, 3.01244, 0.50836], [1.88463, -1.36756, 0.07646], [-0.15780, 1.05301, -1.95623], [-1.95770, -1.21354, 2.28935], [3.06084, -2.55432, -0.93093]],
  "lowdin_charge": [-0.40, -0.40, 0.22, 0.14, 0.74, 0.44, 0.09, 0.11, 0.13, 0.20, -0.27, 0.15, -0.05, -0.12],
  "gap_ev": 8.48,
  "charge": 1,
  "lumo_ev": -4.5659,
  "homo_energy_ev": -13.049
}

---

Which of them is most stable, and which least? Most stable: (2); least stable: (1).